# 1
Here is one molecule with the formula C4H12N6S2 at a distorted geometry from OMol25. Energies are from ωB97M-V/def2-TZVPD.

As for the LUMO energy: 0.4 eV. The SMILES is NNC(=S)NCCNC(=S)NN. Its net charge is 0. The HOMO energy is -0.298 hartree. As for the spin multiplicity: 1.

Cartesian coordinates (Å):
C: -1.16869 0.91780 -0.55401
C: 1.29183 1.44965 -0.70235
C: 1.60462 0.95000 0.77219
C: 0.48156 -1.29334 0.51591
H: -0.48260 0.21585 -3.44094
H: -0.12487 -1.03579 -2.33729
H: -2.16412 -0.44052 -1.59787
H: -0.28963 2.39084 0.20184
H: 1.53402 0.79310 -1.33642
H: 1.72490 2.35482 -1.06643
H: 2.68478 0.75183 0.86404
H: 1.45268 1.89739 1.43154
H: -0.22137 0.32289 1.62898
H: -0.07608 -3.14453 0.85491
H: -1.92280 -1.23914 1.65240
H: -1.08737 -1.75947 3.13678
N: -0.19517 0.04651 -2.39759
N: -1.23537 0.02042 -1.52508
N: -0.23570 1.91589 -0.68873
N: 0.56001 -0.07313 0.95797
N: -0.30251 -2.15756 1.31039
N: -1.37403 -1.87614 2.14625
S: -1.97742 0.84222 1.02148
S: 1.52334 -1.84959 -0.84796

Atoms 1-2, force components in eV/Å:
C -0.2 0.6 1.8
C -2.8 5.8 5.4

=====

# 2
Here is one molecule with the formula C2H4N3PS at a distorted geometry from OMol25. Energies are from ωB97M-V/def2-TZVPD.

As for the LUMO energy (alpha / beta): -1.6 / -1.6 eV. Its net charge is 0. The HOMO energy (alpha / beta) is -0.269 / -0.269 hartree. As for the spin multiplicity: 1.

Cartesian coordinates (Å):
C: -0.70119 -1.24852 0.05652
C: 1.47815 -0.37639 0.04252
N: -3.01318 0.95546 -0.07070
N: -0.36476 1.08044 -0.01446
N: 0.04888 -0.25386 -0.11016
P: -1.91525 1.97267 0.06238
S: -1.48929 -2.58480 -0.03009
H: 1.68014 -1.39440 -0.38742
H: 2.08311 0.56665 -0.30453
H: 1.80391 -0.39732 1.09386
H: 0.38948 1.68007 -0.33792

Atoms 1-2, force components in eV/Å:
C -1.5 -0.9 -0.9
C 2.4 -0.4 0.1

=====

# 3
Here is a 11-piece molecular cluster, H22O11 overall at a distorted geometry from OMol25. Energies are from ωB97M-V/def2-TZVPD.

As for the LUMO energy: -0.8 eV. The SMILES is O.O.O.O.O.O.O.O.O.O.O. Its net charge is 0. The HOMO energy is -0.369 hartree. As for the spin multiplicity: 1.

Cartesian coordinates (Å):
H: -1.60133 -0.74309 -0.11632
H: -0.96735 0.62357 -0.15660
H: 0.60432 1.66835 3.40567
H: 0.30990 0.28905 4.05567
H: 0.00000 -3.41880 -0.34851
H: 0.78764 -3.70917 0.91806
H: 0.83969 -0.42059 0.23853
H: 1.58850 0.59343 0.96819
H: 3.50857 -3.19367 -0.71168
H: 2.61768 -2.21555 0.05639
H: -3.73030 -2.65569 -1.87858
H: -4.61522 -1.51899 -1.89181
H: -2.42404 1.94280 -2.22083
H: -2.80271 3.42531 -1.80733
H: -1.00025 4.76464 2.95502
H: -0.44171 3.41113 2.80428
H: -2.01347 -4.25557 0.47323
H: -2.50614 -2.90230 0.47572
H: 2.90151 1.02445 -0.41797
H: 4.37903 1.11581 0.01042
H: 2.23293 1.88708 -3.08191
H: 1.16890 2.91136 -2.89068
O: -1.29084 -0.00905 -0.76195
O: 0.19824 1.17880 4.17075
O: 0.82110 -3.17292 0.10134
O: 1.61359 0.15078 0.15685
O: 3.22994 -2.22370 -0.68830
O: -3.64762 -1.64983 -1.72211
O: -2.40228 2.93354 -2.52771
O: -0.31261 4.14198 3.38360
O: -2.77352 -3.80059 0.19619
O: 3.81501 1.19859 -0.68147
O: 1.91285 2.62883 -2.46616

Atoms 1-2, force components in eV/Å:
H 0.4 1.8 -2.0
H 0.8 1.5 0.8

=====

# 4
Here is C5H6OS2 as an isolated structure from OMol25. Energies are from ωB97M-V/def2-TZVPD.

As for the LUMO energy: -0.3 eV. Its net charge is 0. The HOMO energy is -0.321 hartree. As for the spin multiplicity: 1.

Cartesian coordinates (Å):
C: 0.96025 -0.18353 -0.53646
C: 0.57584 1.25542 -0.16339
C: -0.90107 1.35419 -0.59277
C: -1.33118 0.02758 0.00332
C: -0.03447 -0.42000 0.64339
H: 2.73115 -0.11058 1.02998
H: 0.68034 -0.57626 -1.53644
H: 1.23137 2.08098 -0.32130
H: -1.04926 1.40064 -1.68317
H: -1.40573 2.22440 -0.10505
H: -0.02276 -1.28579 1.29190
O: 0.43039 0.82817 1.22188
S: 2.66805 -0.66855 -0.22414
S: -2.74458 -0.74150 -0.06183

Atoms 1-2, force components in eV/Å:
C -0.1 -0.5 -0.3
C -0.6 -0.4 -0.1

=====

# 5
Here is C11H19N2O7ScSe as an isolated structure from OMol25. Energies are from ωB97M-V/def2-TZVPD.

As for the LUMO energy: -0.1 eV. Its net charge is 0. The HOMO energy is -0.313 hartree. As for the spin multiplicity: 1.

Cartesian coordinates (Å):
Sc: -0.10588 0.21976 0.62118
O: 0.09492 -0.05823 -1.63768
C: 1.02991 -1.10965 -1.96548
C: 0.65674 -2.36349 -1.20624
N: 0.59966 -2.14195 0.24917
C: -0.45093 -2.98650 0.83089
C: -1.79223 -2.31923 0.54146
O: -2.79503 -2.94966 0.29957
O: -1.71765 -1.01044 0.56825
C: 1.91845 -2.28273 0.87338
C: 2.67887 -0.96790 0.74238
O: 3.87534 -0.92047 0.57661
O: 1.88845 0.07394 0.82171
H: -0.78758 -0.30734 -1.94621
H: 2.00902 -0.72377 -1.69049
H: 1.01680 -1.28661 -3.04180
H: 1.35565 -3.17210 -1.44988
H: -0.33375 -2.68459 -1.54079
H: -0.32006 -3.01679 1.91134
H: -0.44342 -4.00525 0.43507
H: 2.50253 -3.10231 0.44682
H: 1.77787 -2.45879 1.93991
C: 2.03608 2.66105 -0.39124
O: 0.67112 2.32369 -0.10606
C: -0.22422 3.13019 -0.85293
C: -1.59516 2.94895 -0.27257
O: -1.86427 1.55174 -0.22774
C: -3.27193 1.30701 -0.05549
H: 2.19867 3.71229 -0.14701
H: 2.24250 2.49234 -1.45175
H: 2.66121 2.01977 0.21674
H: -0.19821 2.82660 -1.90540
H: 0.07117 4.18098 -0.78113
H: -2.33435 3.45055 -0.90317
H: -1.65677 3.35979 0.74034
H: -3.63539 1.87080 0.80606
H: -3.39656 0.24580 0.11743
H: -3.79572 1.62716 -0.95844
Se: -0.62746 1.47128 2.99941
C: -0.13879 -0.25157 3.34385
N: 0.20040 -1.35434 3.45000

Atoms 1-2, force components in eV/Å:
Sc 0.0 -0.2 0.1
O 0.0 0.0 0.0

=====

These records have ΔE to the lowest compared entry with this formula, charge and spin values of 92.6 107.5 99.6 41.7 5.9 kcal/mol, in the order they appear.
These records have electronic energy values of -34948.474 -26727.596 -22877.193 -28998.147 -115079.422 eV, in the order they appear.